DFT (wB97M-V/def2-TZVPD) results for C11H19AgF3O5 as an isolated structure in a non-equilibrium geometry.

DFT total energy ... -1253.0608 a.u.
Spin multiplicity ... 2
Maximum force ... 4.735 eV Å⁻¹
HOMO-LUMO gap (spin up / spin down) ... 4.4916 / 4.0424 eV
Energy relative to the best compared isomer or geometry (same formula, charge and spin) ... 93.9 kcal per mole
Net charge ... -2

Cartesian coordinates (Å):
1 Ag 0.91962 0.41911 -2.24343
2 F 0.46111 -1.06705 -3.93554
3 F 3.27170 0.36329 -2.85033
4 F 0.98558 2.56219 -3.13837
5 C 1.05224 2.98587 1.35003
6 C 2.25096 2.17532 0.83620
7 C 2.98550 1.33378 1.75833
8 O 1.98187 1.56861 -0.36683
9 H 0.31708 3.27181 0.59778
10 H 1.33876 3.96201 1.74139
11 H 0.67225 2.34693 2.14719
12 H 2.91107 3.00228 0.57450
13 H 2.57386 1.20315 2.75912
14 H 4.02851 1.59762 1.93336
15 H 3.07285 0.35311 1.29062
16 O 1.29302 -1.52779 -1.06959
17 C 0.84140 -2.61339 -0.96286
18 O -0.40085 -2.98491 -1.18039
19 C -0.67680 -4.34139 -1.08114
20 C 0.47755 -4.86785 -0.22087
21 C 1.68660 -3.80771 -0.46771
22 H -0.78481 -4.80460 -2.06189
23 H -1.65231 -4.63603 -0.69428
24 H 0.62634 -5.88799 -0.57482
25 H 0.07767 -4.80416 0.79113
26 H 2.36360 -3.95612 -1.30898
27 H 2.21234 -3.58880 0.46169
28 O -1.09502 0.81912 -1.05608
29 C -1.84325 1.24960 -0.22290
30 O -1.97514 0.70111 0.98481
31 C -3.04872 1.25469 1.66408
32 C -3.74354 2.22610 0.64171
33 C -2.68914 2.46575 -0.29594
34 H -2.70700 1.80011 2.54377
35 H -3.84440 0.55272 1.91354
36 H -4.24373 3.11446 1.02736
37 H -4.51278 1.65624 0.12052
38 H -2.09011 3.35519 -0.10058
39 H -3.09388 2.54755 -1.30470